# C38H29ClMgN7O5

A molecular structure, C38H29ClMgN7O5 (ωB97M-V/def2-TZVPD, OMol25).

The geometry in XYZ format:
```
81
C38H29ClMgN7O5 (ωB97M-V/def2-TZVPD)
Mg 0.0447 1.0707 0.3166
O 3.4979 3.3929 0.2704
C 2.3102 3.0342 0.3088
N 1.6586 2.2078 1.1031
C 2.2014 1.6081 2.2411
C 3.5109 1.7444 2.6937
C 3.9268 1.0839 3.8489
C 3.0378 0.2901 4.5518
C 1.7211 0.1431 4.1185
C 1.2829 0.7853 2.9614
N 0.0078 0.7202 2.3992
C -1.0546 0.2473 3.0327
O -1.1544 -0.3284 4.1269
C -2.3452 0.5268 2.2671
C -3.4945 -0.1723 2.6136
C -4.6766 0.1105 1.9575
C -4.6853 1.1138 1.0002
C -3.4918 1.7557 0.7211
N -2.3368 1.4630 1.3129
C 1.3572 3.6650 -0.7088
C 1.8365 4.6441 -1.5701
C 0.9543 5.2780 -2.4257
C -0.3863 4.9242 -2.3869
C -0.7737 3.9247 -1.5105
N 0.0701 3.2929 -0.6979
H 4.1886 2.3659 2.1282
H 4.9497 1.1949 4.1901
H 3.3587 -0.2231 5.4512
H 1.0212 -0.4661 4.6690
H -3.4222 -0.9206 3.3898
H -5.5811 -0.4381 2.1895
H -5.5880 1.3851 0.4690
H -3.4603 2.5455 -0.0252
H 2.8903 4.8791 -1.5238
H 1.3013 6.0461 -3.1063
H -1.1197 5.3996 -3.0240
H -1.8104 3.6130 -1.4607
C -3.2662 1.0078 -4.6478
C -3.3687 1.1283 -3.2715
C -2.2247 1.0862 -2.4892
C -0.9862 0.9199 -3.0892
C -0.8768 0.7702 -4.4693
C -2.0210 0.8252 -5.2436
N 0.1325 0.8503 -2.1959
N 1.1807 0.4699 -2.7294
C 2.2415 0.1858 -1.8180
C 3.5045 0.0364 -2.3645
C 4.5233 -0.3952 -1.5316
C 4.2207 -0.6997 -0.2168
C 2.9217 -0.5121 0.2344
N 1.9484 -0.0444 -0.5439
H -4.1579 1.0336 -5.2617
H -4.3367 1.2237 -2.7975
H -2.2881 1.1070 -1.4099
H 0.0961 0.6196 -4.9146
H -1.9470 0.7141 -6.3180
H 3.6579 0.2507 -3.4125
H 5.5303 -0.5123 -1.9102
H 4.9708 -1.0727 0.4660
H 2.6560 -0.7266 1.2614
C -0.1797 -5.7506 -0.5922
C -0.2354 -4.9426 0.6750
C -0.5251 -5.5499 1.8920
C -0.5680 -4.7997 3.0539
Cl -0.9389 -5.6035 4.5628
C -0.3209 -3.4391 3.0480
C -0.0248 -2.8266 1.8398
C 0.0113 -3.5691 0.6673
O 0.3502 -2.9440 -0.5136
C -0.7698 -2.5625 -1.3107
C -1.6357 -1.4467 -0.7006
O -2.8482 -1.4859 -0.8995
O -0.9896 -0.5478 -0.0788
H 0.1656 -6.7643 -0.3863
H 0.4929 -5.2888 -1.3134
H -1.1653 -5.8238 -1.0581
H -0.7133 -6.6156 1.9345
H -0.3728 -2.8525 3.9552
H 0.1559 -1.7616 1.7925
H -1.4046 -3.4204 -1.5459
H -0.3418 -2.1778 -2.2408
```

## Properties
Total charge ... -1
HOMO ... -4.20 eV
LUMO energy ... 1.35 eV

=====

# C38H29F9IN4O2PRhS

A molecular structure, C38H29F9IN4O2PRhS at a distorted geometry (ωB97M-V/def2-TZVPD, OMol25).

The geometry in XYZ format:
```
86
C38H29F9IN4O2PRhS (ωB97M-V/def2-TZVPD)
Rh -0.1044 -0.1762 -0.0421
C 0.5181 -2.7238 4.6285
C -0.0505 -1.3409 4.9547
N 0.6657 -0.2854 4.2734
C 0.5873 -0.1231 2.9462
S -0.7748 -0.8009 2.0523
N 1.4750 0.5677 2.2843
N 1.3762 0.6029 0.9729
C 2.3215 1.3162 0.2652
C 3.6026 1.7198 0.8982
C 1.9521 1.6202 -1.0428
C 2.7616 2.3141 -1.9834
C 2.2506 2.6362 -3.2098
C 0.9283 2.2759 -3.5181
C 0.1997 1.5518 -2.5904
N 0.6797 1.2202 -1.4053
H -0.1091 -3.4864 5.0800
H 1.5286 -2.8319 5.0146
H 0.5390 -2.8910 3.5536
H 0.0050 -1.1560 6.0277
H -1.0984 -1.2939 4.6445
H 1.4584 0.1308 4.7412
H 3.6132 1.4176 1.9402
H 3.7249 2.8006 0.8380
H 4.4470 1.2596 0.3851
H 3.7654 2.5826 -1.7010
H 2.8480 3.1607 -3.9400
H 0.4750 2.5576 -4.4536
H -0.8103 1.2363 -2.8134
F 5.8452 -5.5751 2.3148
C 5.9806 -4.2507 2.1475
F 7.1590 -4.0568 1.5372
F 6.0825 -3.7138 3.3698
C 4.8364 -3.6723 1.3562
C 3.9266 -2.8110 1.9477
C 2.8763 -2.3155 1.1950
C 2.7438 -2.6369 -0.1465
C 3.6583 -3.5138 -0.7252
C 4.6930 -4.0378 0.0229
P 1.3357 -1.9907 -1.1727
C 0.4706 -3.5865 -1.3242
C 0.7436 -4.5278 -2.3081
C -0.0240 -5.6770 -2.3904
C -1.0536 -5.8881 -1.4844
C -1.2957 -4.9778 -0.4629
C -0.5297 -3.8323 -0.3871
C -1.9653 -7.0808 -1.6251
F -1.4337 -8.0643 -2.3557
F -2.3012 -7.6059 -0.4401
F -3.1206 -6.7309 -2.2277
C 2.2578 -1.5743 -2.6835
C 1.7703 -1.7851 -3.9706
C 2.4438 -1.2849 -5.0681
C 3.6222 -0.5744 -4.8897
C 4.1326 -0.3765 -3.6126
C 3.4502 -0.8688 -2.5173
C 4.3344 0.0416 -6.0652
F 5.6556 -0.1748 -6.0348
F 4.1677 1.3817 -6.0799
F 3.8869 -0.4122 -7.2379
H 4.0419 -2.5276 2.9819
H 2.1505 -1.6698 1.6614
H 3.5642 -3.7900 -1.7638
H 5.3953 -4.7262 -0.4191
H 1.5419 -4.3700 -3.0163
H 0.1708 -6.4074 -3.1613
H -2.0790 -5.1642 0.2568
H -0.7218 -3.1037 0.3921
H 0.8500 -2.3226 -4.1099
H 2.0514 -1.4413 -6.0614
H 5.0533 0.1705 -3.4830
H 3.8494 -0.7112 -1.5248
I -6.6512 -2.8621 -5.6918
C -4.9947 -2.3346 -4.4941
C -3.7335 -2.2682 -5.0730
C -2.6488 -1.9395 -4.2848
C -2.8177 -1.6686 -2.9264
C -4.0906 -1.7327 -2.3624
C -5.1797 -2.0707 -3.1432
C -1.6283 -1.3035 -2.1074
O -0.4875 -1.4882 -2.5809
O -1.8141 -0.8048 -0.9607
H -3.6045 -2.4716 -6.1254
H -1.6590 -1.8761 -4.7112
H -4.2162 -1.5181 -1.3126
H -6.1663 -2.1278 -2.7097
```

## Properties
Total charge ... +1
HOMO ... -10.85 eV
LUMO energy ... -5.22 eV

=====

# C38H30ClIN9NiO4S4

A molecular structure, C38H30ClIN9NiO4S4 at a distorted geometry (ωB97M-V/def2-TZVPD, OMol25).

The geometry in XYZ format:
```
88
C38H30ClIN9NiO4S4 (ωB97M-V/def2-TZVPD)
Ni -0.5172 0.1596 -0.2875
Cl -2.8525 2.0659 -6.4226
C -1.8443 1.5333 -5.1000
C -0.4858 1.6914 -5.1991
C 0.3456 1.2740 -4.1596
I 2.4242 1.5180 -4.2684
C -0.1378 0.6709 -2.9944
O 0.5930 0.2289 -2.0417
C -1.5742 0.5448 -2.9142
N -2.0331 0.0057 -1.7618
C -3.3129 -0.2200 -1.6189
C -4.2485 0.1680 -2.5921
C -3.8181 0.7702 -3.7409
C -2.4342 0.9564 -3.9542
H -0.0667 2.1434 -6.0873
H -3.6046 -0.7338 -0.7193
H -5.3003 -0.0089 -2.4124
H -4.5164 1.0978 -4.4993
N 2.6452 -5.8315 -3.5885
C 1.7417 -5.1975 -2.7319
C 1.3350 -5.8211 -1.5507
C 0.3963 -5.2207 -0.7297
C -0.1352 -3.9952 -1.0861
C 0.2506 -3.3653 -2.2587
C 1.1895 -3.9624 -3.0784
S -1.4070 -3.2501 -0.0990
O -2.5361 -3.0549 -0.9753
O -1.6076 -4.0669 1.0722
N -0.8850 -1.7799 0.3186
C 0.0182 -1.6524 1.3184
N 0.9435 -2.5925 1.5884
C 1.8047 -2.3181 2.5529
C 1.7736 -1.1480 3.2960
C 0.7800 -0.2438 2.9510
N -0.0824 -0.4666 1.9769
H 3.2952 -6.4540 -3.1388
H 3.0858 -5.2229 -4.2582
H 1.7607 -6.7816 -1.2819
H 0.0575 -5.6896 0.1845
H -0.1810 -2.4038 -2.5139
H 1.4992 -3.4823 -3.9999
H 2.5599 -3.0783 2.7372
H 2.4751 -0.9482 4.0924
H 0.6685 0.6983 3.4801
S -4.0200 2.6382 4.9437
C -3.4972 2.4259 3.3885
S -2.0071 3.0681 2.7572
C -2.2813 2.2509 1.1879
N -3.3769 1.5724 1.2059
N -4.0555 1.6747 2.4014
C -5.3007 0.9872 2.4725
C -5.3719 -0.3061 1.9709
C -6.5773 -0.9880 1.9869
C -7.7111 -0.3887 2.5145
C -7.6361 0.9052 3.0088
C -6.4382 1.6014 2.9822
S -1.1815 2.4826 -0.0949
H -4.4792 -0.7792 1.5924
H -6.6253 -1.9933 1.5882
H -8.6496 -0.9282 2.5429
H -8.5206 1.3832 3.4106
H -6.3859 2.6128 3.3511
C 5.8581 1.4122 1.6937
N 4.8540 1.1626 0.6763
N 3.5708 1.6553 0.8956
C 2.6382 0.7816 0.3224
O 1.4333 0.9904 0.3227
C 3.4151 -0.3065 -0.2075
C 4.7160 -0.0598 0.0656
C 5.9130 -0.9049 -0.1931
C 3.3501 3.0275 1.1550
C 2.1720 3.4296 1.7802
C 1.9295 4.7780 1.9803
C 2.8621 5.7291 1.5930
C 4.0374 5.3245 0.9799
C 4.2818 3.9802 0.7488
H 5.6123 2.3359 2.2086
H 6.8361 1.5239 1.2271
H 5.9056 0.6026 2.4296
H 2.9884 -1.1431 -0.7354
H 5.6014 -1.8318 -0.6675
H 6.4298 -1.1449 0.7383
H 6.6154 -0.3906 -0.8510
H 1.4341 2.6964 2.0601
H 0.9933 5.0814 2.4303
H 2.6658 6.7813 1.7539
H 4.7605 6.0608 0.6523
H 5.1788 3.6730 0.2264
```

## Properties
Total charge ... -1
HOMO (alpha / beta) ... -4.81 / -4.82 eV
LUMO energy (alpha / beta) ... 1.84 / 1.84 eV
Multiplicity ... 3